82
Properties=species:S:1:pos:R:3:forces:R:3:mulliken_spin:R:1 method="wB97M-V/def2-TZVPD" energy_ev=-78034.190 multiplicity=5 charge=+2 homo_energy_ev="-12.95 / -14.05" e_above_lowest_kcal_mol=42.3
Pt 0.480 -1.148 -0.897 0.2309 0.7238 1.7522 0.836
C -0.518 -2.695 1.380 1.1765 -0.1922 -0.7769 0.193
C 0.809 -2.630 0.697 -0.4137 0.8149 1.5306 0.499
C 0.832 -1.372 2.698 -1.8786 -0.2551 0.3578 0.229
C -0.505 -1.839 2.482 1.3472 0.9042 1.0432 0.161
C 1.655 -1.883 1.696 -0.5003 -1.0822 -1.0691 0.225
C -1.606 -3.643 1.062 -0.1258 -0.3699 -0.1719 -0.006
H -1.325 -4.333 0.258 -0.1351 0.1966 0.1474 -0.007
H -2.530 -3.124 0.773 0.1061 -0.1221 0.1742 0.020
H -1.847 -4.251 1.952 0.0483 0.2543 -0.2678 0.019
C -1.634 -1.531 3.401 -0.3350 -0.0501 0.1391 -0.019
H -2.566 -1.991 3.047 0.1889 0.1231 0.2214 -0.002
H -1.788 -0.441 3.496 0.0737 -0.4598 0.0013 0.011
H -1.425 -1.918 4.413 -0.0880 0.1112 -0.2988 0.010
C 1.213 -0.578 3.898 0.2040 0.0652 0.2829 0.021
H 0.886 -1.102 4.808 0.1127 0.1212 -0.1793 0.007
H 0.713 0.404 3.907 0.1596 -0.3308 0.0452 -0.004
H 2.299 -0.431 3.964 -0.2683 -0.0017 0.0535 0.000
C 3.134 -1.871 1.689 0.2675 -0.0234 -0.2667 -0.026
H 3.520 -2.421 2.565 -0.1205 0.2088 -0.2097 0.019
H 3.539 -0.850 1.743 -0.0451 -0.2220 0.0737 0.020
H 3.532 -2.355 0.790 -0.0315 0.1637 0.2348 -0.001
C 1.351 -3.832 -0.018 0.0109 0.0092 -0.4438 -0.003
H 1.575 -4.656 0.667 0.0133 0.0078 -0.0771 0.021
H 2.266 -3.558 -0.558 -0.1160 -0.2975 0.0589 0.001
H 0.609 -4.173 -0.752 0.3191 -0.1241 0.1066 0.000
C -1.349 0.080 -4.495 -0.7825 0.3239 -0.9545 0.008
C -1.627 -1.221 -4.576 -0.9758 0.3909 -1.1007 -0.002
C -0.722 -2.290 -5.092 0.0137 -0.2913 -0.0536 0.010
C 0.734 -2.276 -4.557 0.1079 -0.6529 -0.0115 0.008
C 1.030 -1.485 -3.302 0.3778 -0.0412 -0.9692 0.057
C 1.205 -0.158 -3.283 0.7357 0.4829 0.3356 0.024
C 1.088 0.814 -4.416 0.0636 0.6016 -0.3155 0.024
C -0.217 0.733 -5.240 0.5028 0.0283 0.1599 -0.002
H -0.672 -2.262 -6.193 -0.1309 -0.0210 0.2948 0.000
H 1.395 -1.967 -5.386 -0.0440 0.1159 0.5728 -0.001
H -1.169 -3.259 -4.831 0.0592 0.2200 -0.1662 0.001
H -0.001 0.214 -6.190 -0.3143 0.0519 0.4057 0.000
H -2.097 0.784 -4.098 0.0283 -0.5370 -0.3518 -0.003
H -2.682 -1.533 -4.501 0.5922 0.1341 0.6721 -0.002
H -0.518 1.761 -5.501 0.1018 -0.4580 -0.0152 0.000
H 1.157 1.837 -4.002 0.1494 -0.4096 -0.0482 0.000
H 1.570 0.339 -2.373 -0.0392 -0.5599 -0.6589 -0.047
H 1.948 0.711 -5.107 -0.2387 -0.0254 0.4600 0.000
H 0.991 -3.324 -4.330 0.0794 0.3930 -0.2693 0.000
H 1.297 -2.121 -2.425 0.3700 -0.0542 -0.4374 0.000
P -1.610 -0.210 -0.861 0.5216 -0.8000 0.9750 0.311
P 1.453 1.053 -0.120 -0.3087 -1.0626 -0.6436 0.230
C -1.168 1.498 -1.418 -0.8252 -0.2027 -0.7501 0.022
C 0.100 2.135 -0.830 0.8863 0.1777 0.5865 0.036
H -2.037 2.093 -1.136 0.0431 0.2781 -0.1748 0.014
H -1.127 1.468 -2.512 0.1045 0.1472 0.3143 -0.002
H 0.621 2.730 -1.586 -0.2820 0.0646 -0.0796 -0.002
H -0.145 2.807 0.002 -0.0931 -0.0926 -0.3343 -0.008
C 1.932 1.643 1.520 -0.3160 0.5232 0.6845 0.090
H 2.057 0.798 2.198 0.0231 0.2599 -0.1195 -0.029
H 1.159 2.313 1.937 0.6391 -0.3729 -0.2482 -0.022
H 2.879 2.191 1.449 -0.2608 -0.1106 0.0187 0.012
C 3.065 1.432 -0.914 -0.0071 -0.0179 -0.3575 0.017
H 3.055 2.482 -1.229 0.1851 -0.1356 0.0279 0.011
H 3.329 0.789 -1.756 -0.0994 0.1985 0.0329 0.004
H 3.831 1.292 -0.145 -0.1286 0.0530 -0.2101 0.003
C -2.820 0.045 0.455 0.1929 0.2582 0.4689 0.028
H -2.766 -0.766 1.193 -0.1464 0.2565 -0.2291 -0.016
H -3.803 0.044 -0.032 0.1118 0.0615 0.2539 0.011
H -2.645 1.006 0.957 -0.2812 -0.3946 -0.1383 -0.008
C -2.559 -1.489 -1.754 0.0988 0.2892 -1.1032 0.086
H -2.783 -2.342 -1.099 0.0884 0.6137 0.2172 -0.017
H -1.976 -1.882 -2.598 -0.3807 0.2172 0.4989 -0.058
H -3.488 -1.043 -2.119 -0.0561 -0.3040 -0.1311 0.016
F -0.348 6.552 5.960 -0.3143 -1.3023 -1.1546 0.019
C -0.559 5.518 5.121 0.1741 0.8837 1.2159 0.164
C -0.228 5.634 3.772 0.5953 0.6893 -1.0867 -0.032
F 0.305 6.784 3.300 -0.6184 -1.0988 0.5374 -0.004
C -0.404 4.552 2.925 0.1626 0.3278 -0.3969 0.105
F -0.077 4.673 1.613 -0.2242 -0.0959 1.1969 0.010
C -0.886 3.306 3.404 -0.0424 0.3782 0.2025 -0.004
S -1.015 1.934 2.451 -0.5619 -0.0359 -0.0995 0.643
C -1.236 3.235 4.773 -0.1081 -0.3623 0.7714 0.108
F -1.693 2.059 5.258 0.4370 1.2763 -0.3076 0.010
C -1.073 4.319 5.626 -0.3595 -0.7209 0.7843 -0.039
F -1.372 4.192 6.934 0.2932 0.2906 -1.2330 -0.005